(1)
# C33H50Cl2IrP2

A structure of composition C33H50Cl2IrP2 at a distorted geometry (wB97M-V/def2-TZVPD, the Open Molecules 2025 dataset).

Expectation value of S²: 8.7780
Max |F| in eV/Å: 4.986
Frontier orbital gap (alpha / beta) in eV: 3.627 / 5.325
Energy above the lowest of the compared OMol25 structures with the same formula, charge and spin in kcal/mol: 0.00

ORCA input file:
```
! wB97M-V def2-TZVPD RIJCOSX def2/J DEFGRID3
* xyz 0 6
P -0.452 1.471 0.177
C -1.304 1.901 -1.500
C -2.085 3.225 -1.656
C -2.843 3.271 -2.989
C -1.949 2.986 -4.195
C -1.117 1.711 -4.028
C -0.338 1.712 -2.695
C 0.956 2.760 0.267
C 0.695 4.192 -0.236
C 1.886 5.093 0.126
C 3.225 4.551 -0.405
C 3.449 3.073 -0.068
C 2.233 2.191 -0.391
C -1.661 2.366 1.299
C -3.055 1.747 1.196
C -4.064 2.564 2.010
C -3.644 2.703 3.474
C -2.208 3.211 3.623
C -1.216 2.406 2.765
H -2.027 1.065 -1.541
H -1.382 4.071 -1.621
H -2.792 3.358 -0.829
H -3.307 4.255 -3.096
H -3.656 2.534 -2.939
H -2.557 2.904 -5.099
H -1.263 3.829 -4.348
H -1.773 0.825 -4.040
H -0.402 1.602 -4.852
H 0.230 0.772 -2.564
H 0.398 2.543 -2.708
H 1.139 2.807 1.359
H 1.932 5.162 1.220
H -0.224 4.609 0.199
H 0.576 4.177 -1.329
H 1.704 6.101 -0.259
H 4.048 5.149 0.011
H 3.260 4.671 -1.498
H 4.315 2.679 -0.612
H 3.665 2.975 1.005
H 2.403 1.166 -0.017
H 2.094 2.134 -1.486
H -1.696 3.407 0.927
H -3.388 1.685 0.152
H -2.993 0.713 1.570
H -4.146 3.558 1.552
H -5.051 2.095 1.943
H -3.738 1.731 3.976
H -4.330 3.381 3.986
H -1.897 3.145 4.672
H -2.146 4.270 3.338
H -0.207 2.835 2.859
H -1.155 1.371 3.136
Ir -0.132 -1.279 1.021
Cl 1.038 -0.129 2.553
Cl -2.103 -1.157 -0.187
C 1.265 -2.782 0.947
H 1.728 -3.044 1.923
C 2.301 -2.662 -0.187
C 3.491 -3.417 -0.190
C 4.268 -3.538 -1.355
C 3.887 -2.858 -2.509
C 2.798 -1.964 -2.464
C 2.008 -1.865 -1.300
H 3.721 -3.963 0.739
H 5.121 -4.225 -1.350
H 2.525 -1.392 -3.349
H 1.090 -1.227 -1.280
H 4.461 -3.032 -3.441
C -1.415 -3.551 1.903
P -0.088 -3.936 0.694
C -0.676 -3.929 -0.984
C 0.501 -5.607 1.074
C 1.755 -5.879 1.624
C 2.118 -7.190 1.982
C 1.223 -8.238 1.798
C -0.035 -7.987 1.226
C -0.392 -6.680 0.888
H -1.349 -2.482 2.230
H -1.253 -4.229 2.752
H -2.431 -3.754 1.537
H -0.016 -4.509 -1.651
H -1.682 -4.347 -1.028
H -0.751 -2.895 -1.373
H 2.440 -5.054 1.835
H 3.095 -7.386 2.426
H 1.479 -9.266 2.115
H -0.744 -8.807 1.056
H -1.389 -6.451 0.481
*
```

(2)
# C4H14O2S

A cluster of 3 separate species, C4H14O2S in total at a distorted geometry (wB97M-V/def2-TZVPD, the Open Molecules 2025 dataset).

Max |F| in eV/Å: 4.114
Structure (SMILES): CCCSC.O.O
Frontier orbital gap in eV: 9.281
Energy above the lowest of the compared OMol25 structures with the same formula, charge and spin in kcal/mol: 28.14

ORCA input file:
```
! wB97M-V def2-TZVPD RIJCOSX def2/J DEFGRID3
* xyz 0 1
C 0.427 1.754 -2.876
C -0.100 0.388 -2.366
C -0.270 0.471 -0.838
S -0.991 -1.184 -0.309
C -0.070 -1.359 1.207
H 0.429 2.436 -2.061
H -0.068 2.052 -3.825
H 1.518 1.585 -3.310
H -1.075 0.154 -2.692
H 0.505 -0.457 -2.689
H 0.744 0.434 -0.338
H -0.891 1.290 -0.447
H 0.970 -1.136 0.933
H -0.049 -2.445 1.433
H -0.418 -0.807 2.083
H -2.744 -1.919 3.280
H -2.848 -1.739 1.696
O -2.760 -2.464 2.403
H 2.299 0.233 2.686
H 3.006 1.507 3.331
O 2.384 1.204 2.698
*
```

(3)
# C5H14O

A cluster of 2 separate species, C5H14O in total at a distorted geometry (wB97M-V/def2-TZVPD, the Open Molecules 2025 dataset).

Max |F| in eV/Å: 4.665
Structure (SMILES): CCCCC.O
Frontier orbital gap in eV: 10.844
Energy above the lowest of the compared OMol25 structures with the same formula, charge and spin in kcal/mol: 46.89

ORCA input file:
```
! wB97M-V def2-TZVPD RIJCOSX def2/J DEFGRID3
* xyz 0 1
C 0.547 0.232 0.306
C 0.106 1.164 1.418
C 0.255 0.896 2.906
C -1.072 0.086 3.316
C -0.638 -0.898 -0.007
H 0.507 0.814 -0.691
H 1.480 -0.221 0.476
H -0.985 1.505 1.194
H 0.506 2.158 1.105
H 0.455 1.724 3.503
H 1.228 0.291 2.993
H -1.318 -0.487 2.481
H -1.222 -0.672 4.219
H -1.902 0.757 3.451
H -0.630 -1.031 -1.031
H -0.376 -1.707 0.639
H -1.580 -0.423 0.131
H 1.000 -0.319 -6.863
H 1.089 -1.197 -5.730
O 0.820 -1.259 -6.688
*
```

Repeat the second record exactly.
# C4H14O2S

A cluster of 3 separate species, C4H14O2S in total at a distorted geometry (wB97M-V/def2-TZVPD, the Open Molecules 2025 dataset).

Max |F| in eV/Å: 4.114
Structure (SMILES): CCCSC.O.O
Frontier orbital gap in eV: 9.281
Energy above the lowest of the compared OMol25 structures with the same formula, charge and spin in kcal/mol: 28.14

ORCA input file:
```
! wB97M-V def2-TZVPD RIJCOSX def2/J DEFGRID3
* xyz 0 1
C 0.427 1.754 -2.876
C -0.100 0.388 -2.366
C -0.270 0.471 -0.838
S -0.991 -1.184 -0.309
C -0.070 -1.359 1.207
H 0.429 2.436 -2.061
H -0.068 2.052 -3.825
H 1.518 1.585 -3.310
H -1.075 0.154 -2.692
H 0.505 -0.457 -2.689
H 0.744 0.434 -0.338
H -0.891 1.290 -0.447
H 0.970 -1.136 0.933
H -0.049 -2.445 1.433
H -0.418 -0.807 2.083
H -2.744 -1.919 3.280
H -2.848 -1.739 1.696
O -2.760 -2.464 2.403
H 2.299 0.233 2.686
H 3.006 1.507 3.331
O 2.384 1.204 2.698
*
```

- The highest energy above the lowest of the compared OMol25 structures with the same formula, charge and spin belongs to which entry?
  C5H14O

- The lowest max |F| belongs to which entry?
  C4H14O2S

- What is the max |F| in the second record?
  4.114 eV/Å